1.
Density functional theory data (the ωB97M-V functional and the def2-TZVPD basis) for a cluster of 2 separate species, C61H82N5 in total at a distorted geometry.

Each line ends with the Löwdin charge.
Atoms and positions in Å:
C1 -5.1031 -0.4708 2.0381  -0.0681
C2 -4.7684 0.2087 3.3710  -0.3912
C3 -5.5860 1.4939 3.4699  -0.0808
C4 -3.2728 0.4211 3.5266  -0.1834
C5 -2.6489 1.6195 3.1753  0.0309
C6 -1.2671 1.7515 3.2186  -0.1019
C7 -0.5744 3.0120 2.7101  -0.3679
C8 -1.4232 4.2779 2.8110  -0.0581
C9 0.0325 2.8051 1.3259  -0.0369
C10 -0.4885 0.6705 3.7169  -0.0629
C11 0.9488 0.8348 3.9051  -0.1274
N1 1.4546 1.6871 4.8928  0.0551
C12 0.7620 2.7590 5.6071  -0.0666
C13 1.1564 4.0984 5.3955  -0.1345
C14 2.4225 4.4478 4.6244  -0.3828
C15 3.6053 4.4239 5.5850  -0.0446
C16 2.2572 5.6933 3.7613  -0.0510
C17 0.3656 5.1297 5.9195  -0.0237
C18 -0.8199 4.8501 6.5921  -0.0529
C19 -1.1378 3.5285 6.9030  -0.0153
C20 -0.3234 2.4761 6.4700  -0.1028
C21 -0.5336 1.0686 7.0168  -0.3704
C22 -1.9817 0.7636 7.3968  -0.0629
C23 0.4022 0.7416 8.1791  -0.0377
N2 2.7947 1.5780 4.9649  0.1392
N3 3.1298 0.6153 4.0614  0.0044
C24 4.5374 0.4475 3.7924  -0.0794
C25 5.1213 1.2081 2.7614  -0.1103
C26 4.3208 2.2842 2.0202  -0.3669
C27 3.9795 1.8529 0.5993  -0.0628
C28 5.0184 3.6460 2.0053  -0.0577
C29 6.4725 1.0188 2.4740  -0.0326
C30 7.2655 0.2081 3.2831  -0.0566
C31 6.7077 -0.3888 4.4171  -0.0348
C32 5.3527 -0.2524 4.6993  -0.1245
C33 4.8646 -0.7658 6.0624  -0.3632
C34 3.5795 -1.5920 6.0043  -0.0642
C35 4.7638 0.3644 7.0879  -0.0605
C36 2.0147 0.2029 3.2817  -0.2432
C37 2.0204 -0.6604 2.1698  -0.0323
C38 -1.1241 -0.5355 4.1420  -0.1147
C39 -0.3277 -1.6900 4.7604  -0.3546
C40 -0.0676 -2.7700 3.7248  -0.0720
C41 -0.9899 -2.3147 5.9880  -0.0471
C42 -2.5043 -0.6415 3.9913  0.0095
H1 -4.5980 -1.4352 1.9351  0.0729
H2 -6.1856 -0.6328 1.9605  0.0804
H3 -4.7977 0.1747 1.2040  0.0862
H4 -5.0748 -0.4714 4.1786  0.1353
H5 -5.3336 2.0655 4.3657  0.0837
H6 -5.4236 2.1190 2.5859  0.0781
H7 -6.6495 1.2350 3.5081  0.0820
H8 -3.2495 2.4678 2.8419  0.1090
H9 0.2708 3.1775 3.3903  0.0947
H10 -1.8904 4.3449 3.8001  0.0809
H11 -0.7947 5.1687 2.6812  0.0717
H12 -2.2071 4.3015 2.0405  0.0827
H13 0.6844 1.9213 1.3220  0.0666
H14 -0.7637 2.6565 0.5810  0.0882
H15 0.6367 3.6732 1.0278  0.0817
H16 2.5952 3.6261 3.9198  0.0950
H17 3.7239 3.3752 5.8924  0.0555
H18 4.5380 4.7578 5.1133  0.0750
H19 3.4107 5.0349 6.4779  0.0903
H20 1.3828 5.5639 3.1033  0.0716
H21 2.1144 6.6100 4.3514  0.0786
H22 3.1377 5.8348 3.1247  0.0712
H23 0.6652 6.1670 5.7784  0.1133
H24 -1.4804 5.6623 6.9021  0.1132
H25 -2.0262 3.3105 7.4889  0.1083
H26 -0.2741 0.4117 6.1791  0.0904
H27 -2.6637 0.9803 6.5658  0.0857
H28 -2.0858 -0.2969 7.6488  0.0671
H29 -2.2950 1.3364 8.2797  0.0824
H30 1.4531 0.9304 7.9164  0.0737
H31 0.1428 1.3468 9.0586  0.0907
H32 0.3063 -0.3170 8.4548  0.0812
H33 3.3873 2.3920 2.5801  0.1008
H34 3.3776 0.9367 0.6197  0.0512
H35 3.4087 2.6302 0.0712  0.0808
H36 4.9067 1.6601 0.0388  0.0825
H37 5.2808 3.9941 3.0156  0.0767
H38 5.9406 3.5871 1.4131  0.0775
H39 4.3698 4.4081 1.5482  0.0792
H40 6.9153 1.5609 1.6306  0.1165
H41 8.3270 0.0667 3.0643  0.1090
H42 7.3443 -0.9441 5.1202  0.1198
H43 5.6619 -1.4445 6.3975  0.1240
H44 3.5216 -2.1759 5.0766  0.0865
H45 3.5616 -2.2922 6.8490  0.0834
H46 2.6919 -0.9546 6.0919  0.0548
H47 5.7274 0.8688 7.2280  0.0854
H48 4.0323 1.1085 6.7476  0.0440
H49 4.4380 -0.0162 8.0610  0.0816
H50 2.9414 -1.1477 1.8925  0.0352
H51 1.0933 -0.7559 1.6225  0.0316
H52 0.6533 -1.3046 5.0767  0.1139
H53 0.4802 -2.3558 2.8734  0.0422
H54 0.5305 -3.5891 4.1461  0.0950
H55 -1.0121 -3.1879 3.3584  0.0660
H56 -1.0015 -1.5991 6.8161  0.0430
H57 -2.0215 -2.6247 5.7726  0.0793
H58 -0.4245 -3.1979 6.3173  0.0882
H59 -3.0106 -1.5761 4.2603  0.1226
C43 0.8113 -4.7680 -7.0031  -0.0331
N4 0.4517 -5.4897 -5.8000  -0.1492
C44 0.0344 -6.8625 -6.0105  -0.0345
C45 0.5366 -4.9456 -4.5570  -0.1806
C46 1.0941 -3.6460 -4.3321  0.0114
C47 1.1960 -3.1160 -3.0621  0.0113
C48 0.7786 -3.8439 -1.9023  -0.1953
C49 1.0500 -3.4179 -0.5591  0.0836
C50 1.0713 -4.4038 0.4693  -0.1027
C51 0.0385 -4.6822 1.3464  -0.0501
C52 0.0591 -5.7859 2.2764  -0.2474
C53 -1.0275 -6.0369 3.1641  -0.0336
C54 -0.9730 -7.0391 4.1226  -0.0078
C55 0.1537 -7.9091 4.1855  -0.2245
N5 0.2037 -8.9403 5.0692  -0.1901
C56 -0.8327 -9.1483 6.0571  -0.0588
C57 1.2651 -9.9308 5.0420  -0.0534
C58 1.2167 -7.6969 3.2767  -0.0130
C59 1.1848 -6.6476 2.3755  -0.0198
C60 0.1280 -5.1022 -2.1526  0.0277
C61 0.0237 -5.6357 -3.4268  0.0147
H60 0.5576 -3.7099 -6.8946  0.0903
H61 1.8760 -4.8545 -7.2651  0.1122
H62 0.2325 -5.1813 -7.8369  0.0960
H63 -0.9358 -7.0591 -5.5371  0.0967
H64 -0.0890 -7.0018 -7.0884  0.0919
H65 0.7575 -7.6069 -5.6457  0.1116
H66 1.4414 -3.0718 -5.1896  0.1071
H67 1.6419 -2.1264 -2.9107  0.1330
H68 1.3996 -2.3991 -0.3757  0.1255
H69 1.9469 -5.0698 0.4862  0.1236
H70 -0.8530 -4.0438 1.3267  0.1259
H71 -1.9143 -5.4100 3.0855  0.1134
H72 -1.7835 -7.1781 4.8338  0.0968
H73 -1.0204 -8.2156 6.6054  0.0931
H74 -1.7799 -9.4883 5.6084  0.0994
H75 -0.4855 -9.9008 6.7649  0.0823
H76 2.2413 -9.4370 4.9647  0.0828
H77 1.2282 -10.4928 5.9790  0.0845
H78 1.1665 -10.6356 4.1991  0.1020
H79 2.0916 -8.3546 3.2937  0.0993
H80 2.0563 -6.4895 1.7512  0.1007
H81 -0.2658 -5.6624 -1.3044  0.1242
H82 -0.4718 -6.5936 -3.5634  0.1068

Properties
Lowest unoccupied orbital energy: -4.5 eV
Relative energy (zero: lowest compared OMol25 entry of this formula, charge and spin): 25.97 kJ/mol
Total charge: +1
E_HOMO: -7.69 eV

2.
Density functional theory data (the ωB97M-V functional and the def2-TZVPD basis) for a structure of composition C30H28AuF3N3Sb at a distorted geometry.

Each line ends with the natural charge from an NBO analysis.
Atoms and positions in Å:
Au1 1.1832 -1.4926 0.8180  0.9952
C1 1.7360 -0.8832 3.8896  -0.4282
N1 0.5722 -1.3040 3.0904  -0.4013
C2 -0.5501 -0.3759 3.2623  -0.4424
C3 0.1659 -2.6992 3.3836  -0.2564
C4 -0.7087 -3.1728 2.2672  -0.1345
C5 -1.7532 -4.0758 2.4078  -0.1711
C6 -2.4549 -4.5111 1.2876  -0.1712
C7 -2.1193 -4.0540 0.0213  -0.1675
C8 -1.0912 -3.1239 -0.1409  -0.3061
C9 -0.4266 -2.7077 0.9866  -0.0241
H1 1.5115 -0.9559 4.9577  0.2261
H2 1.9827 0.1516 3.6555  0.2199
H3 2.5887 -1.5226 3.6664  0.2167
H4 -0.8603 -0.3680 4.3112  0.2323
H5 -1.3922 -0.6837 2.6457  0.2320
H6 -0.2416 0.6323 2.9828  0.2178
H7 -0.3275 -2.7650 4.3572  0.2292
H8 1.0761 -3.2996 3.4282  0.2324
H9 -2.0064 -4.4503 3.3932  0.2422
H10 -3.2653 -5.2183 1.4052  0.2484
H11 -2.6490 -4.4130 -0.8526  0.2451
H12 -0.8228 -2.7767 -1.1299  0.2513
F1 3.6740 5.2558 -1.9046  -0.2895
C10 2.7942 4.3450 -1.5068  0.4422
C11 1.5128 4.7522 -1.1863  -0.2598
C12 0.5995 3.8012 -0.7616  -0.2234
C13 0.9765 2.4580 -0.6923  -0.3261
C14 2.2843 2.0776 -0.9968  -0.2430
C15 3.2010 3.0248 -1.4218  -0.2775
Sb1 -0.4723 1.0316 -0.1514  1.2932
C16 -2.2753 2.1143 -0.0913  -0.3970
C17 -2.7859 2.5564 -1.3117  -0.2000
C18 -3.9666 3.2804 -1.3286  -0.2627
C19 -4.6195 3.5198 -0.1315  0.4447
F2 -5.7601 4.1981 -0.1567  -0.2879
C20 -4.1354 3.0800 1.0862  -0.2659
C21 -2.9482 2.3645 1.1036  -0.2016
C22 -0.8175 0.0310 -1.9807  -0.3498
C23 0.1303 0.0233 -3.0055  -0.2468
C24 -0.1552 -0.5940 -4.2151  -0.2706
C25 -1.3899 -1.1966 -4.3756  0.4304
F3 -1.6651 -1.7900 -5.5328  -0.2929
C26 -2.3510 -1.2001 -3.3816  -0.2794
C27 -2.0537 -0.5886 -2.1731  -0.2350
H13 1.2455 5.7979 -1.2683  0.2572
H14 -0.4058 4.1112 -0.5039  0.2357
H15 2.5899 1.0438 -0.9201  0.2124
H16 4.2167 2.7608 -1.6855  0.2438
H17 -2.2712 2.3548 -2.2432  0.2360
H18 -4.3853 3.6565 -2.2533  0.2573
H19 -4.6826 3.2965 1.9941  0.2548
H20 -2.5567 2.0143 2.0505  0.2164
H21 1.0831 0.5252 -2.8830  0.2239
H22 0.5515 -0.5961 -5.0351  0.2514
H23 -3.3074 -1.6741 -3.5609  0.2524
H24 -2.8032 -0.5849 -1.3888  0.2270
N2 5.3585 -0.9827 0.1501  -0.4733
C28 5.0364 -1.6406 -1.0153  -0.0543
C29 3.6838 -1.7109 -1.0381  -0.0900
N3 3.1832 -1.0954 0.1030  -0.6432
C30 4.2298 -0.6791 0.8007  0.2134
H25 6.2925 -0.7848 0.4734  0.4536
H26 5.7812 -1.9981 -1.7063  0.2632
H27 3.0395 -2.1441 -1.7854  0.2442
H28 4.1963 -0.1459 1.7372  0.2306

Properties
Lowest unoccupied orbital energy: -9.0 eV
Relative energy (zero: lowest compared OMol25 entry of this formula, charge and spin): 173.38 kJ/mol
Total charge: +2
E_HOMO: -13.77 eV

3.
Density functional theory data (the ωB97M-V functional and the def2-TZVPD basis) for the molecule C5H8O2.

Each line ends with the natural charge from an NBO analysis.
Atoms and positions in Å:
C1 -1.0397 -1.4686 -0.7362  -0.7274
C2 -0.3838 1.6031 0.1032  0.2599
O1 -0.4899 2.7527 0.7351  -0.6502
C3 0.4418 0.6873 0.9674  -0.5730
C4 1.1601 -0.3876 0.1409  -0.5037
C5 0.3431 -0.9257 -1.0298  0.6118
O2 0.8177 -0.9718 -2.1437  -0.5408
H1 -1.6274 -0.7635 -0.1429  0.2282
H2 -1.5525 -1.6627 -1.6793  0.2396
H3 -0.9587 -2.4064 -0.1728  0.2268
H4 -1.0588 3.3265 0.1990  0.5010
H5 1.1370 1.2238 1.6290  0.2263
H6 -0.3084 0.2195 1.6268  0.2429
H7 2.0869 0.0056 -0.2852  0.2317
H8 1.4326 -1.2322 0.7884  0.2267

Properties
Lowest unoccupied orbital energy: 0.7 eV
Relative energy (zero: lowest compared OMol25 entry of this formula, charge and spin): 263.04 kJ/mol
E_HOMO: -8.86 eV

4.
Density functional theory data (the ωB97M-V functional and the def2-TZVPD basis) for a cluster of 3 separate species, C2H11N2O2 in total at a distorted geometry.

Each line ends with the natural charge from an NBO analysis.
Atoms and positions in Å:
C1 -0.0375 -0.2246 -0.4448  0.1004
C2 -0.3782 -1.0488 0.6047  -0.2637
N1 -1.4780 -2.1427 0.6014  -0.6721
N2 0.6979 0.9132 -0.3621  -0.7844
H1 -0.5989 -0.4737 -1.4029  0.1984
H2 -0.3892 -0.6214 1.5496  0.2153
H3 -2.2407 -2.1254 1.2291  0.4425
H4 -1.7826 -1.9617 -0.3495  0.4344
H5 -1.0667 -3.0586 0.5760  0.4362
H6 1.5422 0.8111 0.2281  0.4346
H7 0.4846 1.4989 -1.1770  0.4490
H8 1.2558 1.1359 4.0616  0.4929
H9 1.5706 0.2907 2.7551  0.4635
O1 1.2761 1.1162 3.0905  -0.9543
H10 -0.8299 1.1692 -3.9438  0.4820
H11 0.6457 1.5770 -3.8610  0.4941
O2 -0.1056 1.1344 -3.3781  -0.9689

Properties
Lowest unoccupied orbital energy: -3.4 eV
Relative energy (zero: lowest compared OMol25 entry of this formula, charge and spin): 284.31 kJ/mol
Total charge: +1
E_HOMO: -12.90 eV

5.
Density functional theory data (the ωB97M-V functional and the def2-TZVPD basis) for a cluster of 2 separate species, C3H8O2 in total.

Each line ends with the natural charge from an NBO analysis.
Atoms and positions in Å:
C1 -0.5421 -1.7457 0.6064  -0.2527
O1 -0.4284 -0.3507 0.8002  -0.6835
C2 -0.1816 0.7324 -0.8997  -0.0832
C3 0.9090 1.4689 -0.3195  -0.0290
O2 1.8125 0.7815 0.2958  -0.7860
H1 -0.1403 -2.2871 1.4698  0.1886
H2 -1.6018 -1.9889 0.4985  0.1846
H3 -0.0042 -2.0768 -0.2935  0.1650
H4 0.0627 -0.1946 -1.4115  0.2023
H5 -1.1282 1.2102 -1.1529  0.2169
H6 1.0190 1.6732 -1.5243  0.1956
H7 0.6360 2.4845 0.0277  0.1645
H8 0.5630 -0.1158 0.8815  0.5167

Properties
Lowest unoccupied orbital energy: 0.5 eV
Relative energy (zero: lowest compared OMol25 entry of this formula, charge and spin): 425.84 kJ/mol
E_HOMO: -8.86 eV

6.
Density functional theory data (the ωB97M-V functional and the def2-TZVPD basis) for the molecule C5H8O2 at a distorted geometry.

Each line ends with the natural charge from an NBO analysis.
Atoms and positions in Å:
C1 -0.8789 0.1466 1.4314  -0.7738
C2 0.4611 -0.3985 1.0494  0.5903
O1 1.2899 -0.9112 1.7449  -0.5156
C3 0.6828 -0.1007 -0.4134  -0.4346
C4 -0.2827 -1.0208 -1.2648  -0.5923
C5 0.6844 1.4522 -0.5838  0.4721
O2 0.3355 2.2977 0.1893  -0.5105
H1 -0.8148 1.3105 1.5758  0.2938
H2 -1.3038 -0.2311 2.4550  0.2364
H3 -1.6834 -0.1563 0.7851  0.2272
H4 1.7079 -0.3234 -0.9084  0.2360
H5 0.2489 -1.2751 -2.2910  0.2244
H6 -1.2237 -0.4100 -1.3333  0.2198
H7 -0.3932 -1.9452 -0.7996  0.2240
H8 1.1699 1.5653 -1.6367  0.1029

Properties
SMILES: CC(=O)[C@@H](C)C=O
Lowest unoccupied orbital energy: 0.6 eV
Relative energy (zero: lowest compared OMol25 entry of this formula, charge and spin): 199.49 kJ/mol
E_HOMO: -9.55 eV